Entry 1:
113
Properties=species:S:1:pos:R:3:forces:R:3:mulliken_charge:R:1 method="wB97M-V/def2-TZVPD" relative_energy_kj_mol=543.18 total_charge=0 smiles=COC[C@H](C)N.COC[C@H](C)N.COC[C@H](C)N.COC[C@H](C)N.CCO.CCO.CCO.CCO.CCO mol_weight_g_mol=586.90 homo_ev=-8.3
C 5.392425 -0.327739 0.760129 0.814 0.558 -0.199 -0.85
O 5.174265 -1.380939 1.629539 0.872 -1.654 0.246 -0.14
C 6.243725 -2.358089 1.591499 -1.089 -0.275 0.260 -0.95
C 5.826645 -3.531119 2.464349 -1.424 -1.582 -2.258 0.39
C 4.699455 -4.403849 1.811959 0.481 -0.752 -0.868 -1.03
N 5.305875 -3.130689 3.715699 0.886 0.577 1.397 -0.63
H 4.657225 0.456711 0.939619 -0.016 -0.065 -0.003 0.08
H 5.373715 -0.633879 -0.285821 -0.138 -0.042 -0.183 0.33
H 6.395865 0.036631 0.980229 0.133 0.637 -0.250 0.46
H 6.528965 -2.730599 0.607639 -0.607 0.210 -0.552 0.39
H 7.214465 -2.084949 2.005219 -0.051 1.335 0.311 0.44
H 6.791865 -4.029309 2.555109 -0.210 -0.859 0.383 0.31
H 4.908265 -4.963139 0.899979 0.917 0.716 -0.641 0.39
H 3.830215 -3.805949 1.538009 -0.031 0.179 0.365 0.01
H 4.377865 -5.309759 2.325789 -0.078 0.538 1.262 0.40
H 5.819595 -2.276719 3.879799 -0.361 0.405 0.995 0.26
H 4.322395 -2.904179 3.676309 0.316 0.156 -0.290 -0.05
C 0.954745 0.451341 -7.608681 -1.304 -1.372 0.562 -0.87
O 1.056325 -0.134139 -6.213841 -0.597 3.298 -2.568 -0.33
C 0.384835 0.774381 -5.297961 0.577 -0.757 1.347 -0.77
C 0.355515 -0.034259 -4.035971 -2.632 -0.462 1.483 0.49
C -0.462615 0.525211 -2.842081 0.322 0.491 -0.260 -0.60
N 1.617255 -0.356049 -3.523121 2.237 0.228 0.530 -0.47
H 1.427545 -0.168669 -8.370351 0.511 -0.253 0.637 0.29
H 1.184025 1.490811 -7.843281 0.742 0.162 1.088 0.33
H -0.100335 0.392071 -7.875851 -0.287 -0.095 0.122 0.35
H 0.907375 1.691081 -5.024621 1.074 0.069 -0.514 0.32
H -0.594795 1.205491 -5.504291 -0.457 -0.913 -0.991 0.43
H -0.121195 -1.007229 -4.155091 -0.768 -0.028 -1.203 0.25
H -0.281395 -0.035089 -1.924851 -0.077 -0.699 -0.275 0.02
H -1.529395 0.515381 -3.065671 -0.062 0.297 0.111 0.57
H -0.099035 1.492671 -2.495771 -0.300 0.460 -0.599 -0.43
H 2.231025 -0.684389 -4.254951 0.078 -0.128 -0.127 0.30
H 1.402715 -1.134249 -2.916101 0.878 -0.223 0.562 0.00
C 2.067375 2.589741 -0.874061 1.487 -0.682 0.553 -0.37
O 1.162975 2.542591 0.199479 -0.582 0.508 0.106 -0.52
C 0.085465 3.352311 -0.142541 -2.929 0.374 0.510 -0.56
C -1.076495 3.423601 0.947509 2.515 -1.657 -0.300 1.81
C -2.236695 4.125691 0.385189 -1.780 -0.100 -1.361 -1.76
N -0.622585 4.089701 2.159229 0.538 0.564 -0.721 -0.76
H 2.416885 3.617761 -0.969541 0.226 -0.026 -0.365 0.42
H 1.739945 2.154601 -1.818271 -0.555 0.250 -0.001 0.08
H 2.867255 1.923341 -0.551231 0.440 0.261 -0.156 -0.05
H 0.332095 4.393331 -0.351211 0.690 0.266 -0.035 0.52
H -0.375845 2.959301 -1.048541 -0.096 -0.029 -0.270 0.13
H -1.220205 2.376381 1.213569 -0.795 0.061 -0.209 -0.91
H -2.728615 3.497201 -0.357171 -0.233 -0.361 0.085 0.22
H -2.030365 4.993961 -0.240631 0.611 0.418 0.357 0.41
H -2.997725 4.417281 1.109009 0.199 -0.096 0.206 0.42
H -0.461175 4.992111 1.735319 -0.045 1.179 0.735 0.39
H 0.340675 3.794931 2.232339 0.416 -0.431 0.773 0.31
C -3.463125 0.247291 0.103339 0.725 1.037 0.032 -0.87
O -2.108705 0.308691 0.612609 -2.048 4.011 -0.820 -0.03
C -1.489915 -0.846249 0.824819 1.269 -3.254 -0.150 -1.33
C -0.057775 -0.797589 1.382529 0.073 0.983 2.312 0.66
C 0.046335 0.045741 2.637579 -1.879 0.480 0.328 -1.62
N 0.987265 -0.292019 0.582019 1.135 0.491 -2.467 0.41
H -3.755145 1.258781 -0.178971 0.402 0.277 0.205 -0.03
H -4.208905 -0.023719 0.850639 0.260 -0.656 0.174 0.37
H -3.576585 -0.285159 -0.840981 0.317 -0.716 0.201 0.45
H -2.118545 -1.406869 1.516649 0.243 -0.797 0.237 0.58
H -1.433455 -1.358849 -0.135471 0.034 -0.780 -0.160 0.53
H 0.310635 -1.764889 1.724159 -0.864 -0.651 -0.368 0.51
H -0.671105 -0.432559 3.304369 0.540 0.346 1.114 0.26
H -0.307025 1.061761 2.461699 -0.353 0.027 -0.150 0.28
H 1.074785 0.239041 2.942589 -0.097 -0.867 0.610 0.51
H 1.785945 -0.204659 1.194049 0.421 -0.413 -0.089 0.06
H 0.848275 0.681811 0.353049 -0.457 0.216 -0.331 -0.11
C -6.113555 2.461011 -1.848171 0.544 1.720 -0.490 -0.55
C -5.780715 3.929541 -2.364881 0.371 -0.737 0.834 -0.29
O -5.529165 3.869541 -3.776531 -0.706 -0.113 0.387 -0.50
H -7.129035 2.292691 -2.206751 0.245 -0.618 -0.248 0.35
H -6.131435 2.286311 -0.772411 0.057 0.657 0.148 0.43
H -5.347475 1.783071 -2.224501 -0.384 -0.078 -0.365 -0.25
H -4.917155 4.444621 -1.944121 0.419 -0.672 0.533 0.19
H -6.578715 4.603671 -2.053691 -0.556 -0.097 -0.556 0.36
H -5.865645 4.680261 -4.165271 0.033 0.010 -0.135 0.27
C 3.697245 -3.041249 -1.944191 0.103 0.131 -0.311 -1.38
C 3.027715 -2.074379 -1.026181 -1.834 1.216 1.211 0.81
O 1.584815 -2.210359 -1.194461 1.236 -1.329 -0.952 -0.78
H 3.764935 -4.017139 -1.463391 0.059 -0.072 -0.309 0.25
H 4.666185 -2.712319 -2.319781 0.223 -0.020 0.428 0.35
H 3.080585 -3.085629 -2.841881 -0.128 -0.335 0.035 0.40
H 3.283505 -1.017409 -1.100081 0.141 0.233 -1.227 -0.03
H 3.224625 -2.140099 0.043869 0.352 -1.095 0.190 -0.21
H 1.172935 -1.628489 -0.551511 0.005 0.899 0.466 0.22
C -2.763375 1.435081 6.102019 -0.095 0.120 -0.002 -0.60
C -1.942025 0.899301 7.283209 -1.670 0.370 -1.074 -0.30
O -0.609795 0.860921 6.858839 0.859 -0.347 0.590 -0.47
H -3.835645 1.310371 6.252909 -0.058 -0.014 -0.043 0.35
H -2.449515 0.928001 5.189629 -0.191 -0.367 0.020 -0.02
H -2.561895 2.480361 5.867739 0.050 0.137 0.408 0.27
H -2.301295 -0.105599 7.505009 -0.018 -0.148 0.215 0.25
H -2.129405 1.501451 8.172259 0.571 0.131 0.045 0.28
H -0.525585 -0.037729 6.531829 0.566 0.135 -0.186 0.26
C -5.969265 -0.790129 -3.636561 -0.489 1.839 0.275 -0.89
C -5.784735 0.432731 -4.620201 0.078 -2.890 0.206 -0.08
O -5.668805 -0.153419 -5.933131 0.729 1.032 -0.148 -0.56
H -5.831305 -0.410229 -2.624261 -0.241 -0.045 0.268 0.19
H -5.296755 -1.644879 -3.708971 0.012 0.258 -0.700 0.29
H -7.018515 -1.065309 -3.743531 0.080 -0.540 0.175 0.36
H -4.866085 0.956921 -4.356741 -0.021 0.076 -0.599 0.19
H -6.634875 1.110381 -4.541831 0.086 0.055 0.005 0.20
H -6.478225 -0.565399 -6.244091 -0.212 0.145 0.439 0.31
C 2.387355 -4.486889 4.954909 1.991 -0.816 0.632 -0.99
C 2.109415 -3.120349 4.483399 -1.421 1.085 -1.232 0.45
O 0.697395 -2.989589 4.165059 0.372 0.386 0.129 -0.49
H 3.459315 -4.625629 4.814419 0.269 -0.220 -0.160 0.33
H 1.918345 -5.272379 4.362349 -0.339 0.273 0.155 0.29
H 2.321515 -4.653339 6.030119 -0.801 0.057 -0.005 0.34
H 2.620385 -2.897659 3.546699 -0.284 -0.495 -0.461 -0.38
H 2.475145 -2.269309 5.057929 -0.226 -0.272 0.881 0.44
H 0.247265 -2.532529 4.879259 0.051 -0.036 0.058 0.25

***

Entry 2:
118
Properties=species:S:1:pos:R:3:forces:R:3:mulliken_charge:R:1 method="wB97M-V/def2-TZVPD" relative_energy_kj_mol=2770.76 total_charge=0 mol_weight_g_mol=636.91 homo_ev=-7.4
C -1.880280 -0.019482 -4.200189 -1.946 0.283 -2.219 -1.42
O -2.966775 -0.108695 -3.258683 0.494 -1.305 -1.339 -0.91
H -1.230649 0.839184 -4.030566 -1.344 -1.472 0.078 -0.05
H -1.301440 -0.941433 -4.255490 -1.032 0.348 0.515 0.58
H -2.201523 0.145633 -5.228605 -0.728 -0.072 -0.085 0.40
H -3.865229 0.135306 -3.492872 0.135 0.324 -1.024 0.49
C -0.764039 -0.115351 -1.551572 -2.333 0.460 0.008 -1.94
O -0.032238 1.030569 -1.030997 -9.011 -8.316 -5.852 0.85
H -1.423400 -0.494786 -0.770955 -0.301 0.676 -0.363 1.35
H -1.459347 0.210930 -2.324995 1.121 -0.339 0.880 0.25
H -0.186370 -1.009830 -1.784623 -0.865 1.051 -0.017 0.44
H 0.494173 1.315283 -1.781612 -0.026 -0.673 -1.524 1.36
C 0.619877 1.764567 -3.876600 0.729 0.394 0.643 -1.01
O 1.352180 0.962840 -2.883132 0.595 6.208 -2.925 -0.88
H 0.876465 1.468050 -4.893632 -0.117 0.585 0.372 0.54
H -0.457317 1.661343 -3.745855 1.245 0.832 0.404 0.77
H 0.759819 2.840388 -3.771080 0.762 -0.083 0.338 0.47
H 1.357463 0.063423 -3.218729 -0.147 0.255 -0.105 0.75
C 0.729711 -0.687918 -5.210282 0.888 -1.497 -1.313 -1.00
O 0.658172 -0.723878 -3.820586 -2.254 -4.587 -3.051 -0.95
H -0.231539 -0.446897 -5.664190 0.382 0.379 -0.212 0.36
H 1.543360 -0.014355 -5.479328 -0.260 -0.254 -0.252 0.52
H 1.002779 -1.690212 -5.540366 0.087 0.003 -0.421 0.36
H 0.166112 -1.500288 -3.543714 0.017 -0.489 0.164 0.35
C -0.368608 2.292651 1.416079 0.443 0.269 -1.115 -0.64
O -1.313750 1.804150 0.503748 -3.899 2.430 2.533 -0.74
H 0.285708 1.453950 1.653901 0.647 1.257 -0.040 -0.31
H 0.151412 3.110358 0.917044 0.304 0.039 0.568 0.40
H -0.786232 2.692602 2.340056 -0.425 -0.294 -0.034 0.33
H -0.944448 1.269520 -0.202923 -0.102 1.237 1.039 0.87
C -3.165411 2.296309 -2.356718 -0.291 2.450 0.190 -1.29
O -4.544843 2.483204 -2.760009 -0.025 -0.873 -0.058 -0.55
H -2.746705 1.468940 -2.929650 -0.080 1.747 0.836 0.58
H -2.713845 3.275076 -2.518566 0.734 -0.155 -0.270 0.48
H -3.075858 2.163547 -1.278536 -0.020 -0.355 -0.031 0.42
H -4.742535 3.421484 -2.806345 0.079 -0.122 0.090 0.36
C 2.060418 -1.436960 -1.937876 0.506 0.073 1.856 -0.77
O 2.636494 -1.557766 -0.653297 0.752 -1.956 -0.270 -0.45
C 2.923089 -0.433890 0.079346 2.199 2.256 0.307 0.59
C 3.595070 -0.597905 1.433205 -1.478 -3.584 0.224 -1.82
N 2.692722 -1.251819 2.437057 0.607 3.487 2.528 -0.38
C 1.720984 -0.324730 3.004845 0.769 0.407 2.204 0.45
C 2.286770 0.644590 4.066938 -0.114 0.758 -0.791 -1.94
O 1.264126 1.623274 4.356867 0.039 -0.685 0.699 0.04
C 1.397035 2.282033 5.611349 0.520 0.608 -0.977 -1.32
H 0.993029 -1.358565 -1.731409 1.195 -0.916 -0.413 -0.11
H 2.331635 -2.340145 -2.484508 -0.095 0.195 -0.191 0.19
H 2.286599 -0.496068 -2.439538 1.667 -1.176 0.885 1.17
H 2.147374 0.321410 0.205440 0.176 -1.260 -0.020 -0.39
H 3.741193 0.044385 -0.459241 -0.078 0.869 -0.520 0.76
H 4.056421 0.348459 1.715412 -0.502 -0.058 0.368 0.43
H 4.370492 -1.363866 1.421347 0.674 0.311 -0.743 0.44
H 2.123784 -2.049785 2.192790 0.952 1.795 -0.110 0.37
H 0.985658 -0.864419 3.601630 0.124 0.043 -0.168 0.92
H 1.148145 0.209832 2.247088 0.681 0.191 0.240 -1.19
H 3.127377 1.163961 3.606805 0.430 0.103 0.369 0.42
H 2.616389 0.208930 5.010158 -0.012 -0.544 -0.167 0.51
H 0.808057 3.195243 5.526206 -0.883 -0.459 0.439 0.38
H 2.362692 2.764663 5.761935 0.753 -0.518 -0.153 0.47
H 1.232222 1.637515 6.474792 -0.495 0.025 -0.030 0.30
C 0.871625 -5.689124 2.351350 -0.782 1.324 -0.481 -0.79
O 1.754068 -4.559277 2.536314 -0.041 -0.293 -0.484 -0.41
C 2.017552 -3.718166 1.383820 -0.860 -0.922 -0.503 -0.60
C 0.773777 -2.913003 0.861102 1.320 -1.040 1.222 -0.33
N 0.372838 -1.912077 1.905237 -3.333 -2.333 -3.505 0.01
C -0.845492 -1.296290 1.347086 0.447 1.201 0.159 0.19
C -1.331294 -0.172163 2.160668 -0.984 -0.474 2.995 -0.33
O -1.971769 -0.834926 3.344288 0.093 -0.395 -2.246 -0.53
C -2.140191 0.031370 4.426399 0.862 -0.575 -0.602 -0.66
H -0.173401 -5.382171 2.393549 -0.282 0.489 0.544 0.27
H 0.983928 -6.435539 3.137720 0.594 0.155 -0.193 0.28
H 0.835070 -6.105638 1.344737 1.095 -0.340 -0.151 0.34
H 2.530611 -4.279804 0.603159 -0.519 -0.450 -0.374 0.46
H 2.777269 -2.977921 1.634741 0.166 -1.674 0.053 0.61
H 0.011600 -3.597401 0.488563 -0.522 -0.125 0.356 0.67
H 1.173420 -2.382761 -0.003311 -0.527 -0.070 0.558 -0.88
H 0.140023 -2.331215 2.794176 -0.167 -0.590 0.011 0.49
H -1.779969 -1.842236 1.217543 0.242 -1.262 -0.294 0.45
H -0.603633 -0.835280 0.389433 0.593 -0.775 0.772 -0.37
H -1.998045 0.492074 1.610835 -0.495 -0.636 0.518 0.68
H -0.517554 0.473930 2.490045 -0.732 -0.767 0.679 -0.19
H -2.771209 -0.468878 5.161021 -0.170 0.278 -0.033 0.32
H -2.553502 0.949706 4.009339 -0.037 0.474 0.784 0.28
H -1.116358 0.087777 4.796130 -0.118 1.141 0.809 0.11
C -3.452594 -4.127824 -1.624155 -0.594 -2.562 0.546 -1.68
C -3.558007 -2.959193 -2.573915 0.467 -1.077 2.474 0.38
C -4.535408 -1.916349 -1.934035 0.432 -1.231 -0.286 -0.95
O -3.948877 -1.429463 -0.737909 0.475 -1.059 -1.346 -0.23
C -4.335042 -0.162211 -0.378794 -0.879 0.862 1.521 -0.40
N -2.165013 -2.512820 -2.573446 -0.072 1.185 -1.015 -0.34
H -2.730329 -4.893843 -1.906397 0.261 0.226 -0.854 0.47
H -4.354915 -4.733016 -1.536618 -0.473 0.273 0.076 0.45
H -3.099512 -3.975314 -0.604267 -0.325 1.058 0.060 0.21
H -3.888982 -3.335060 -3.542053 -0.032 0.399 -0.118 0.50
H -5.441451 -2.448582 -1.644354 -0.357 0.090 -0.310 0.72
H -4.740424 -1.173224 -2.704648 -0.444 0.220 0.612 0.27
H -5.369363 -0.101626 -0.040244 -0.690 -0.233 -0.554 0.42
H -4.177726 0.596673 -1.145234 0.164 -0.166 0.301 0.35
H -3.867100 0.018834 0.588868 0.753 0.545 -0.364 -0.08
H -2.300925 -1.593158 -2.968211 0.504 -0.439 -0.170 0.21
H -2.040776 -2.191427 -1.624045 0.270 -0.572 0.652 -0.27
C 2.594488 3.603656 2.957931 -1.730 -1.201 -0.814 -0.68
C 3.447519 3.927707 1.797420 2.432 2.188 -1.084 1.15
C 2.793269 3.633614 0.437836 -2.734 -0.040 1.182 -1.42
O 2.518955 2.258560 0.262478 1.963 1.562 0.697 -0.03
C 1.569976 1.950749 -0.721755 6.164 3.918 2.884 -2.29
N 3.751015 5.384482 1.816416 -0.722 0.367 -0.078 -0.75
H 2.863380 3.773156 4.000559 0.745 0.171 -0.433 0.45
H 2.361206 2.549586 2.807525 -0.013 0.371 0.342 -0.62
H 1.634254 4.088410 2.781682 -0.134 0.279 0.209 0.24
H 4.426098 3.451300 1.856687 -0.012 -0.833 -0.032 0.25
H 3.006424 4.254095 -0.432604 1.703 -0.495 -0.414 0.51
H 1.777769 4.021629 0.517268 -0.446 0.714 0.682 0.50
H 0.720572 2.630031 -0.793859 1.038 1.498 0.425 0.81
H 1.045605 1.056597 -0.384673 4.288 1.190 1.473 -0.25
H 2.077432 1.846240 -1.680753 0.160 0.596 1.212 0.93
H 4.227653 5.671936 2.659200 0.010 -0.136 0.001 0.22
H 4.248844 5.750309 1.017388 0.147 -0.316 -0.050 0.21